*P*
The following is a DFT calculation (wB97M-V/def2-TZVPD) of a structure of composition C18H47Li3N3O2.

Geometry (Å):
Li1 -4.810 -17.811 14.907
Li2 -4.220 -15.271 15.624
Li3 -6.779 -16.112 15.590
O1 -5.093 -16.730 16.641
H1 -5.084 -17.080 17.523
O2 -3.829 -16.361 14.027
H2 -3.055 -15.812 13.948
C1 -1.817 -15.507 17.679
C2 -1.647 -14.254 16.777
N1 -2.946 -13.783 16.326
C3 -3.897 -13.535 17.443
C4 -3.332 -12.550 18.509
C5 -2.947 -12.599 15.422
C6 -2.068 -12.860 14.202
H3 -2.160 -15.135 18.653
H4 -0.909 -16.074 17.865
H5 -2.596 -16.211 17.388
H6 -1.062 -13.511 17.321
H7 -1.082 -14.672 15.946
H8 -4.812 -13.029 17.117
H9 -4.225 -14.420 17.987
H10 -2.633 -13.107 19.136
H11 -2.765 -11.756 18.022
H12 -4.087 -12.089 19.141
H13 -2.587 -11.699 15.926
H14 -3.985 -12.527 15.099
H15 -0.998 -12.920 14.378
H16 -2.225 -12.029 13.506
H17 -2.380 -13.743 13.643
C7 -2.070 -18.961 16.274
C8 -3.304 -19.873 16.348
N2 -4.117 -19.772 15.156
C9 -3.427 -20.348 13.973
C10 -4.237 -20.119 12.709
C11 -5.467 -20.346 15.345
C12 -5.535 -21.795 15.892
H18 -1.347 -19.325 15.538
H19 -1.488 -18.935 17.193
H20 -2.392 -17.990 15.898
H21 -3.003 -20.888 16.623
H22 -3.908 -19.533 17.197
H23 -2.501 -19.792 13.861
H24 -3.234 -21.422 14.047
H25 -4.561 -19.074 12.647
H26 -3.672 -20.359 11.810
H27 -5.159 -20.703 12.644
H28 -6.114 -20.296 14.472
H29 -5.899 -19.663 16.092
H30 -4.719 -22.150 16.521
H31 -5.460 -22.469 15.036
H32 -6.462 -21.903 16.451
C13 -8.280 -18.282 18.361
C14 -8.571 -16.792 18.159
N3 -8.661 -16.370 16.746
C15 -9.110 -14.987 16.523
C16 -8.415 -13.943 17.399
C17 -9.319 -17.321 15.843
C18 -10.792 -17.577 16.124
H33 -7.378 -18.541 17.801
H34 -9.058 -18.979 18.052
H35 -8.060 -18.460 19.412
H36 -9.426 -16.419 18.726
H37 -7.646 -16.323 18.500
H38 -10.202 -14.928 16.549
H39 -8.807 -14.743 15.493
H40 -7.338 -13.916 17.218
H41 -8.574 -14.206 18.444
H42 -8.830 -12.959 17.194
H43 -9.099 -17.039 14.802
H44 -8.758 -18.264 15.863
H45 -11.443 -16.767 15.808
H46 -11.080 -18.468 15.559
H47 -10.952 -17.835 17.170

Results
- orbital gap (eV) = 8.57
- net charge = +1

***

*Q*
The following is a DFT calculation (wB97M-V/def2-TZVPD) of a structure of composition C18H47Li3N3O2.

Geometry (Å):
Li1 -1.193 0.499 2.582
Li2 2.292 -0.442 1.133
Li3 -0.842 -2.325 0.431
O1 1.464 0.319 3.930
H1 1.719 1.086 4.479
O2 -0.125 0.559 -0.064
H2 -0.329 1.421 -0.477
C1 -0.007 -4.619 -3.643
C2 -1.520 -4.553 -3.269
N1 -2.031 -3.300 -2.735
C3 -3.486 -3.407 -2.537
C4 -3.812 -4.290 -1.304
C5 -1.729 -2.092 -3.518
C6 -2.388 -2.179 -4.882
H3 0.383 -3.820 -4.274
H4 0.350 -5.580 -4.013
H5 0.585 -4.558 -2.730
H6 -2.084 -4.730 -4.185
H7 -1.865 -5.389 -2.660
H8 -3.950 -2.423 -2.476
H9 -3.898 -3.904 -3.415
H10 -4.896 -4.362 -1.219
H11 -3.601 -5.348 -1.456
H12 -3.504 -3.958 -0.312
H13 -0.646 -2.009 -3.609
H14 -2.020 -1.133 -3.089
H15 -1.832 -2.905 -5.475
H16 -2.104 -1.204 -5.277
H17 -3.436 -2.426 -5.054
C7 -4.789 2.070 1.941
C8 -3.913 3.234 2.574
N2 -2.966 2.875 3.624
C9 -2.388 4.046 4.175
C10 -1.227 4.620 3.227
C11 -3.527 2.009 4.719
C12 -4.709 2.664 5.480
H18 -4.210 1.148 1.889
H19 -5.066 2.415 0.944
H20 -5.686 1.861 2.523
H21 -3.329 3.659 1.758
H22 -4.579 4.062 2.816
H23 -3.113 4.850 4.298
H24 -1.939 3.761 5.127
H25 -1.615 5.058 2.307
H26 -0.763 5.428 3.792
H27 -0.463 3.852 3.105
H28 -2.732 1.806 5.437
H29 -3.819 1.015 4.381
H30 -5.042 1.943 6.227
H31 -5.441 2.672 4.672
H32 -4.618 3.690 5.837
C13 6.846 -1.244 -1.616
C14 5.387 -1.136 -1.129
N3 4.997 0.290 -0.698
C15 4.998 1.309 -1.818
C16 4.056 0.805 -2.960
C17 5.822 0.699 0.426
C18 5.485 1.921 1.275
H33 7.014 -2.317 -1.704
H34 7.501 -0.911 -0.811
H35 7.185 -0.736 -2.519
H36 4.825 -1.516 -1.982
H37 5.331 -1.956 -0.413
H38 6.036 1.427 -2.130
H39 4.692 2.275 -1.417
H40 3.771 1.513 -3.738
H41 3.091 0.456 -2.594
H42 4.473 -0.002 -3.562
H43 5.887 -0.166 1.086
H44 6.862 0.919 0.188
H45 5.034 2.605 0.556
H46 4.800 1.684 2.089
H47 6.341 2.417 1.733

Results
- orbital gap (eV) = 4.88
- net charge = +1

***

The structure with the least stability is *Q*.

***

*P*
The following is a DFT calculation (wB97M-V/def2-TZVPD) of a cluster of 2 separate species, HNOS2 in total.

Geometry (Å):
N1 -1.237 -1.541 -0.193
O1 0.782 0.923 -0.024
S1 -0.908 -0.604 -1.247
S2 0.082 1.152 1.471
H1 1.280 0.071 -0.007

Results
- orbital gap (alpha / beta) (eV) = 7.27 / 7.40
- net charge = 0
- multiplicity = 3
- ⟨S²⟩ = 2.008

***

*Q*
The following is a DFT calculation (wB97M-V/def2-TZVPD) of an isolated molecule of HNOS2.

Geometry (Å):
N1 0.344 0.420 0.174
O1 -0.663 0.105 -0.703
S1 1.037 -0.566 1.223
S2 -1.284 -1.368 -0.791
H1 0.566 1.409 0.097

Results
- orbital gap (alpha / beta) (eV) = 8.79 / 6.96
- net charge = 0
- multiplicity = 3
- ⟨S²⟩ = 2.006

***

The structure with the least stability is *Q*.

***

*P*
The following is a DFT calculation (wB97M-V/def2-TZVPD) of a cluster of 2 separate species, C2H7Cl3Si2 in total.

Geometry (Å):
C1 1.821 2.041 0.727
C2 -1.737 -2.131 -0.642
Si1 1.160 1.221 -0.903
Si2 -1.056 -1.153 0.760
Cl1 -0.154 2.411 -1.954
Cl2 -0.128 -2.391 1.964
Cl3 -2.431 -0.100 1.769
H1 2.134 1.279 1.453
H2 2.748 2.642 0.369
H3 0.937 2.744 1.143
H4 -2.648 -1.952 -1.189
H5 -0.991 -2.027 -1.444
H6 -1.680 -3.173 -0.260
H7 2.023 0.588 -1.792

Results
- orbital gap (alpha / beta) (eV) = 6.84 / 6.69
- net charge = 0

***

*Q*
The following is a DFT calculation (wB97M-V/def2-TZVPD) of an isolated molecule of C2H7Cl3Si2.

Geometry (Å):
C1 0.708 -2.347 0.636
Si1 -0.527 -1.020 -0.213
Cl1 -2.472 -1.582 -0.011
Si2 0.264 1.073 0.455
C2 -0.495 2.273 -0.749
Cl2 -0.156 1.772 2.313
Cl3 2.263 0.751 0.198
H1 1.298 -2.856 -0.146
H2 1.466 -1.849 1.263
H3 0.052 -3.067 1.111
H4 -0.548 -0.883 -1.859
H5 0.094 3.281 -0.762
H6 -0.521 1.677 -1.674
H7 -1.426 2.778 -0.564

Results
- orbital gap (eV) = 10.14
- net charge = 0

***

The structure with the least stability is *P*.

***

*P*
The following is a DFT calculation (wB97M-V/def2-TZVPD) of an isolated molecule of CH2N4O2.

Geometry (Å):
N1 2.497 -0.115 0.221
N2 1.310 -0.095 -0.464
C1 0.111 -0.046 -0.176
N3 -1.107 0.102 -0.085
N4 -2.630 -0.019 0.098
O1 -3.084 -1.041 -0.271
O2 -3.084 0.955 0.574
H1 3.190 -0.565 -0.374
H2 2.799 0.825 0.477

Results
- orbital gap (eV) = 8.56
- net charge = 0

***

*Q*
The following is a DFT calculation (wB97M-V/def2-TZVPD) of an isolated molecule of CH2N4O2.

Geometry (Å):
O1 -1.606 0.535 1.752
N1 -0.722 1.097 0.775
C1 -0.140 0.237 0.084
N2 -0.151 -1.184 0.123
N3 0.680 -1.565 -0.777
N4 1.152 -0.539 -1.506
O2 0.778 0.702 -0.847
H1 -2.195 1.291 2.061
H2 2.204 -0.575 -1.666

Results
- orbital gap (eV) = 8.97
- net charge = 0

***

The structure with the least stability is *P*.

***

*P*
The following is a DFT calculation (wB97M-V/def2-TZVPD) of a structure of composition C34H29Cl4GeN2O2S2Ti.

Geometry (Å):
Ti1 -0.104 0.829 -0.855
C1 1.868 2.287 0.900
N1 0.445 1.858 1.059
C2 -0.452 3.060 1.065
C3 -1.900 2.730 0.719
N2 -1.991 2.201 -0.665
C4 -2.067 3.338 -1.621
C5 -3.160 1.371 -0.952
C6 -4.380 1.609 -0.346
C7 -5.495 0.858 -0.690
C8 -5.376 -0.119 -1.669
C9 -4.151 -0.346 -2.283
C10 -3.016 0.388 -1.937
S1 -1.447 0.038 -2.700
C11 0.251 1.089 2.298
C12 0.959 1.418 3.450
C13 0.780 0.704 4.621
C14 -0.137 -0.344 4.640
C15 -0.855 -0.661 3.500
C16 -0.679 0.049 2.299
S2 -1.567 -0.394 0.871
H1 2.159 2.999 1.672
H2 2.514 1.415 0.937
H3 1.978 2.771 -0.063
H4 -0.424 3.527 2.050
H5 -0.052 3.761 0.334
H6 -2.294 1.985 1.403
H7 -2.490 3.645 0.824
H8 -3.016 3.860 -1.469
H9 -1.233 4.016 -1.477
H10 -2.012 2.952 -2.635
H11 -4.464 2.374 0.418
H12 -6.441 1.032 -0.193
H13 -6.235 -0.718 -1.948
H14 -4.047 -1.123 -3.032
H15 1.678 2.226 3.438
H16 1.357 0.956 5.503
H17 -0.282 -0.923 5.545
H18 -1.555 -1.489 3.497
Cl1 3.287 3.995 -5.735
C17 2.877 2.895 -4.463
C18 3.625 1.746 -4.250
Cl2 4.989 1.396 -5.256
C19 3.275 0.859 -3.219
Cl3 4.199 -0.561 -2.889
C20 2.167 1.118 -2.435
O1 1.724 0.362 -1.430
C21 1.423 2.277 -2.644
O2 0.420 2.436 -1.777
C22 1.773 3.164 -3.638
Cl4 0.824 4.604 -3.822
Ge1 0.540 -1.834 -0.698
C23 -0.528 -3.324 0.071
C24 -0.351 -3.787 1.379
C25 -1.141 -4.811 1.898
C26 -2.134 -5.393 1.119
C27 -2.326 -4.948 -0.183
C28 -1.530 -3.927 -0.695
C29 2.293 -2.082 0.228
C30 3.361 -2.659 -0.470
C31 4.605 -2.850 0.124
C32 4.817 -2.469 1.443
C33 3.773 -1.899 2.161
C34 2.531 -1.709 1.557
H19 0.865 -2.420 -2.105
H20 0.421 -3.352 2.005
H21 -0.979 -5.155 2.913
H22 -2.752 -6.188 1.522
H23 -3.096 -5.397 -0.800
H24 -1.696 -3.587 -1.714
H25 3.219 -2.953 -1.506
H26 5.414 -3.294 -0.448
H27 5.787 -2.614 1.906
H28 3.918 -1.601 3.194
H29 1.736 -1.270 2.150

Results
- orbital gap (eV) = 6.18
- net charge = -1

***

*Q*
The following is a DFT calculation (wB97M-V/def2-TZVPD) of a structure of composition C34H29Cl4GeN2O2S2Ti.

Geometry (Å):
Ti1 0.392 0.951 0.374
C1 2.413 3.155 -0.618
N1 2.074 1.758 -0.973
C2 3.266 0.918 -0.801
C3 3.535 0.690 0.672
N2 2.383 0.085 1.373
C4 2.439 0.526 2.779
C5 2.440 -1.364 1.271
C6 3.211 -2.108 2.156
C7 3.278 -3.489 2.056
C8 2.569 -4.134 1.053
C9 1.814 -3.400 0.163
C10 1.739 -2.008 0.246
S1 0.770 -1.143 -0.922
C11 1.556 1.749 -2.327
C12 2.332 1.387 -3.416
C13 1.783 1.395 -4.692
C14 0.460 1.770 -4.868
C15 -0.311 2.142 -3.781
C16 0.221 2.149 -2.493
S2 -0.718 2.652 -1.100
H1 3.266 3.493 -1.223
H2 2.650 3.223 0.443
H3 1.542 3.782 -0.800
H4 4.146 1.407 -1.246
H5 3.092 -0.034 -1.311
H6 3.752 1.642 1.166
H7 4.422 0.050 0.791
H8 3.435 0.375 3.212
H9 1.704 -0.029 3.357
H10 2.202 1.590 2.816
H11 3.761 -1.617 2.945
H12 3.868 -4.051 2.765
H13 2.595 -5.212 0.972
H14 1.246 -3.895 -0.612
H15 3.358 1.078 -3.284
H16 2.385 1.091 -5.537
H17 0.016 1.755 -5.854
H18 -1.351 2.403 -3.908
Cl1 -1.568 4.075 6.046
C17 -1.211 2.857 4.874
C18 -1.585 1.540 5.096
Cl2 -2.397 1.107 6.559
C19 -1.311 0.556 4.144
Cl3 -1.697 -1.102 4.427
C20 -0.692 0.900 2.945
O1 -0.388 0.071 1.982
C21 -0.271 2.235 2.742
O2 0.412 2.436 1.641
C22 -0.540 3.203 3.701
Cl4 0.001 4.818 3.418
Ge1 -1.974 0.030 -0.253
C23 -2.537 -1.732 0.466
C24 -2.159 -2.956 -0.076
C25 -2.614 -4.151 0.454
C26 -3.463 -4.151 1.551
C27 -3.850 -2.944 2.105
C28 -3.390 -1.754 1.564
C29 -2.567 0.001 -2.143
C30 -3.503 0.926 -2.594
C31 -3.932 0.938 -3.910
C32 -3.425 0.017 -4.814
C33 -2.490 -0.910 -4.385
C34 -2.069 -0.914 -3.064
H19 -2.989 0.986 0.457
H20 -1.488 -2.981 -0.924
H21 -2.302 -5.090 0.011
H22 -3.815 -5.085 1.970
H23 -4.505 -2.926 2.967
H24 -3.695 -0.819 2.016
H25 -3.897 1.660 -1.901
H26 -4.662 1.669 -4.233
H27 -3.756 0.025 -5.845
H28 -2.079 -1.630 -5.082
H29 -1.327 -1.639 -2.756

Results
- orbital gap (alpha / beta) (eV) = 6.48 / 6.48
- net charge = -1

***

The structure with the least stability is *P*.

***

*P*
The following is a DFT calculation (wB97M-V/def2-TZVPD) of an isolated molecule of CH2O4S.

Geometry (Å):
C1 -1.176 0.808 0.744
O1 1.312 0.192 -1.146
O2 0.868 -1.778 0.380
O3 -1.146 -0.377 -0.338
O4 -0.241 0.900 1.424
S1 0.312 -1.109 -0.755
H1 -2.106 1.295 0.554
H2 2.177 0.069 -0.864

Results
- orbital gap (eV) = 10.57
- net charge = 0

***

*Q*
The following is a DFT calculation (wB97M-V/def2-TZVPD) of an isolated molecule of CH2O4S.

Geometry (Å):
C1 -0.695 -0.520 -0.961
O1 0.025 1.087 1.234
O2 1.899 -0.485 1.727
O3 0.182 -0.983 -0.224
O4 -1.060 0.617 -1.146
S1 1.234 0.239 0.713
H1 -1.066 -1.347 -1.757
H2 -0.519 1.393 0.416

Results
- orbital gap (eV) = 10.97
- net charge = 0

***

The structure with the least stability is *P*.